Entry 1:
{"formula": "C23H45BF3N2O7", "method": "ωB97M-V/def2-TZVPD", "orbital_gap_ev": 7.0, "e_homo_ev": -11.84, "spin_multiplicity": 1, "e_lumo_ev": -4.81, "total_charge": 1, "elements": ["C", "O", "C", "C", "C", "C", "C", "C", "C", "C", "C", "C", "C", "C", "C", "O", "O", "N", "C", "C", "C", "F", "F", "F", "C", "B", "C", "O", "C", "N", "H", "H", "H", "H", "H", "H", "H", "H", "H", "H", "H", "H", "H", "H", "H", "H", "H", "H", "H", "H", "H", "H", "H", "H", "H", "H", "H", "H", "H", "H", "H", "H", "H", "C", "O", "H", "H", "H", "H", "C", "O", "H", "H", "H", "H", "C", "O", "H", "H", "H", "H"], "coordinates": [[5.375, -0.624, 1.670], [5.898, -0.990, 0.344], [4.930, -0.736, -0.733], [5.387, 0.536, -1.713], [4.056, 1.439, -2.031], [4.078, 2.953, -1.399], [4.600, 3.051, 0.153], [3.454, 3.590, 1.221], [3.019, 2.262, 2.141], [1.510, 2.592, 2.771], [0.323, 1.877, 1.861], [0.541, 1.751, 0.232], [-0.612, 0.990, -0.689], [-0.244, 0.954, -2.320], [0.497, -0.459, -2.745], [1.086, -0.488, -3.950], [0.491, -1.549, -1.754], [-1.905, 0.382, -0.110], [-2.863, -0.318, -1.043], [-3.745, 0.861, -1.836], [-5.193, 1.174, -1.138], [-6.129, 1.621, -2.237], [-5.010, 2.355, -0.257], [-5.849, 0.011, -0.500], [-2.167, 0.527, 1.404], [-3.541, -0.018, 2.158], [-3.404, -1.489, 2.944], [-4.830, 0.697, 2.223], [-1.083, 1.266, 2.442], [-1.369, 1.355, 3.942], [5.740, -1.477, 2.421], [4.209, -0.594, 1.755], [5.899, 0.369, 2.072], [4.965, -1.691, -1.447], [3.816, -0.631, -0.389], [6.213, 1.164, -1.142], [5.861, 0.095, -2.700], [3.993, 1.571, -3.211], [3.032, 0.925, -1.701], [4.717, 3.678, -2.097], [2.963, 3.364, -1.482], [5.028, 2.057, 0.598], [5.479, 3.839, 0.179], [3.853, 4.485, 1.900], [2.512, 4.009, 0.625], [3.817, 2.027, 2.984], [3.017, 1.308, 1.436], [1.548, 2.158, 3.877], [1.363, 3.776, 2.762], [1.522, 2.207, -0.264], [-1.211, 1.188, -2.980], [0.513, 1.846, -2.540], [1.440, -1.565, -1.399], [-2.279, -0.874, -1.926], [-3.529, -1.152, -0.570], [-3.098, 1.822, -2.072], [-3.991, 0.381, -2.901], [-4.062, -2.320, 2.444], [-3.750, -1.264, 4.063], [-2.259, -1.810, 3.042], [-5.528, -0.030, 2.060], [-2.237, 1.922, 4.059], [-0.587, 1.831, 4.455], [-7.588, 3.492, 2.353], [-6.325, 3.946, 2.804], [-8.292, 4.327, 2.367], [-7.496, 3.112, 1.333], [-7.950, 2.702, 3.016], [-5.722, 3.184, 2.782], [0.039, -4.850, -3.345], [0.883, -4.795, -4.480], [0.050, -5.867, -2.944], [0.405, -4.157, -2.583], [-0.981, -4.586, -3.635], [0.854, -3.882, -4.814], [-0.495, -8.568, -0.670], [-1.415, -7.788, -1.411], [-0.424, -8.167, 0.343], [-0.845, -9.602, -0.627], [0.487, -8.524, -1.147], [-1.458, -8.167, -2.305]], "forces_ev_per_angstrom": [[1.2, -0.6, 1.6], [-2.8, 0.9, 0.4], [0.9, -0.7, -1.9], [-0.6, -0.3, 0.9], [0.1, 0.7, -1.2], [-0.3, 0.1, -0.4], [0.3, 1.4, 0.5], [0.3, -0.8, -0.1], [-0.4, 0.9, -0.7], [0.4, -0.9, -0.1], [-2.0, -1.5, -2.7], [-3.8, -1.8, 2.0], [1.3, 1.1, 2.2], [-0.6, -0.1, 1.0], [2.7, 0.3, -5.3], [-3.9, -0.3, 8.3], [1.6, 3.1, -1.8], [3.8, 2.2, 3.1], [-0.5, 0.5, -2.1], [-0.6, -1.7, -0.8], [-0.8, 1.8, -1.4], [2.8, -1.5, 3.8], [-1.2, -4.1, -2.3], [2.2, 4.0, -1.7], [3.2, 2.2, -0.2], [-1.8, -0.9, 0.7], [0.8, 0.7, 0.7], [2.1, -3.0, -1.4], [1.4, 0.3, -2.7], [0.1, 0.7, -3.3], [-0.8, 1.8, -1.7], [2.2, 0.1, -0.4], [-1.4, -1.9, -1.0], [-0.1, 1.9, 1.7], [2.1, 0.0, -0.2], [-1.8, -1.3, -1.2], [-1.1, 1.0, 2.1], [-0.1, -0.3, 2.5], [2.3, 0.8, -0.6], [-1.3, -1.7, 1.6], [2.3, -0.7, 0.3], [-0.8, 1.8, -1.2], [-1.7, -1.7, -0.1], [-0.8, -2.1, -1.4], [1.9, -0.9, 1.3], [-1.8, 0.7, -1.7], [-0.2, 2.0, 1.5], [-0.6, 1.1, -2.4], [0.1, -2.7, 0.2], [-2.5, -1.2, 1.0], [2.2, -0.9, 1.4], [-1.6, -2.1, 0.6], [-1.6, -0.3, -0.8], [-0.9, 1.3, 2.3], [1.3, 1.9, -0.4], [-1.7, -1.9, 1.0], [0.2, 1.1, 2.4], [1.3, 1.4, 1.1], [0.5, -0.7, -2.4], [-2.6, 0.4, -0.4], [1.3, 1.7, 0.9], [0.9, -0.6, 0.1], [-1.0, -0.6, -1.0], [0.1, -0.2, 0.0], [0.6, -0.2, 0.1], [0.2, -0.1, 0.0], [-0.3, 0.0, 0.0], [-0.3, 0.0, -0.1], [-0.3, 0.4, 0.0], [0.1, 0.1, -0.1], [0.1, 0.4, -0.3], [0.0, 0.2, -0.1], [-0.2, -0.1, 0.2], [-0.2, -0.1, 0.2], [0.1, -0.6, 0.1], [0.1, -0.2, -0.1], [-0.2, 0.1, -0.6], [-0.1, 0.0, -0.2], [0.2, -0.1, 0.2], [0.1, -0.2, 0.2], [-0.1, 0.3, 0.5]], "mulliken_charge": [-0.472, -0.411, 0.027, -0.618, 0.342, -0.860, -0.017, -0.732, -0.067, -0.756, 0.451, 0.242, 0.321, -0.741, 0.553, -0.543, -0.456, 0.532, -0.619, -0.629, 0.810, -0.273, -0.211, -0.239, 0.120, 0.116, -0.843, -0.351, -0.118, -0.581, 0.283, 0.155, 0.191, 0.294, -0.081, 0.287, 0.306, 0.386, -0.543, 0.376, 0.341, -0.141, 0.351, 0.331, 0.262, 0.356, -0.143, 0.357, 0.274, -0.596, 0.269, 0.373, 0.339, 0.209, 0.441, 0.301, 0.343, 0.362, 0.262, 0.235, 0.283, 0.247, 0.335, -0.435, -0.521, 0.267, 0.155, 0.227, 0.278, -0.129, -0.524, 0.090, 0.061, 0.219, 0.297, -0.532, -0.504, 0.212, 0.253, 0.261, 0.301]}

=====

Entry 2:
{"formula": "C23H45BeCl2N5O4P", "method": "ωB97M-V/def2-TZVPD", "orbital_gap_ev": [5.6, 5.0], "e_homo_ev": [-2.99, -2.39], "spin_multiplicity": 1, "e_above_lowest_kj_mol": 275.7, "e_lumo_ev": [2.61, 2.61], "total_charge": -1, "elements": ["O", "C", "C", "C", "H", "C", "H", "C", "H", "C", "H", "C", "H", "H", "C", "C", "H", "H", "H", "C", "C", "H", "H", "H", "H", "Be", "Cl", "Cl", "H", "H", "C", "C", "N", "H", "C", "O", "H", "H", "H", "H", "H", "H", "C", "C", "N", "H", "C", "O", "H", "H", "H", "H", "C", "N", "C", "P", "O", "N", "C", "C", "N", "C", "C", "H", "H", "H", "H", "H", "H", "H", "H", "H", "H", "H", "H", "H", "H", "H", "H", "H", "H"], "coordinates": [[0.630, -2.835, 1.097], [1.888, -2.905, 1.336], [2.250, -4.233, 1.769], [1.211, -5.051, 2.322], [0.245, -4.607, 2.562], [1.393, -6.412, 2.485], [0.589, -7.034, 2.863], [2.615, -7.020, 2.166], [2.783, -8.095, 2.309], [3.646, -6.229, 1.645], [4.600, -6.694, 1.362], [3.482, -4.851, 1.451], [4.269, -4.232, 1.022], [2.653, -2.115, 0.882], [3.182, -1.062, 3.205], [2.899, -0.885, 1.755], [3.279, -0.132, 3.802], [4.058, -1.696, 3.410], [2.309, -1.601, 3.606], [2.480, 0.209, 1.117], [3.017, 1.636, 1.112], [1.548, 0.119, 0.513], [3.948, 1.671, 1.690], [2.309, 2.363, 1.541], [3.215, 2.020, 0.101], [-0.502, -2.158, 0.327], [-1.259, -0.937, 1.668], [0.409, -1.614, -1.324], [-2.605, -4.458, -1.329], [-3.585, -4.095, 0.720], [-1.982, -3.565, -1.206], [-3.420, -3.014, 0.775], [-2.651, -2.539, -0.395], [-1.696, -3.134, -2.168], [-2.987, -1.318, -0.958], [-2.602, -0.914, -2.059], [-4.373, -2.475, 0.858], [-3.662, -0.717, -0.318], [-1.060, -3.876, -0.666], [-2.833, -2.783, 1.673], [2.162, 2.130, -5.743], [1.018, 0.125, -5.447], [2.752, 2.010, -4.831], [1.518, -0.108, -4.501], [2.038, 1.126, -3.930], [2.910, 2.973, -4.341], [2.140, 1.312, -2.591], [2.723, 2.265, -2.062], [0.826, -0.572, -3.789], [1.602, 0.538, -2.005], [3.726, 1.588, -5.120], [2.330, -0.816, -4.728], [-3.266, 1.746, 1.807], [-2.082, 2.557, 1.552], [-1.120, 2.520, 2.655], [-1.419, 2.611, -0.003], [-0.521, 1.554, -0.524], [-2.838, 2.732, -0.899], [-2.851, 2.212, -2.265], [-3.760, 3.841, -0.673], [-0.609, 4.082, 0.166], [0.407, 4.465, -0.810], [-1.235, 5.228, 0.817], [-3.697, 2.079, 2.763], [-3.000, 0.677, 1.882], [-3.993, 1.881, 1.000], [-0.661, 1.520, 2.758], [-0.341, 3.276, 2.493], [-1.669, 2.763, 3.578], [-3.845, 2.411, -2.685], [-2.102, 2.722, -2.894], [-2.661, 1.122, -2.265], [-4.692, 3.595, -1.199], [-3.988, 3.971, 0.391], [-3.381, 4.789, -1.092], [-0.054, 4.834, -1.748], [0.989, 5.288, -0.372], [1.082, 3.632, -1.044], [-1.770, 5.867, 0.097], [-1.927, 4.900, 1.603], [-0.431, 5.824, 1.274]], "forces_ev_per_angstrom": [[-2.1, 0.4, 0.5], [1.5, -0.9, -2.4], [0.3, -0.2, 0.5], [0.3, -0.2, -0.2], [0.3, 0.0, -0.1], [0.4, -0.1, 0.1], [-0.1, 0.1, 0.1], [0.3, 0.0, -0.2], [-0.2, 0.5, -0.1], [0.3, 0.4, 0.0], [-0.4, 0.2, 0.1], [-0.3, -0.4, 0.5], [-0.1, -0.2, 0.0], [-1.5, -2.4, 0.0], [0.9, -0.4, 0.4], [-0.8, 2.9, 1.8], [0.1, -0.2, -0.5], [-0.2, 0.1, 0.0], [0.3, 0.2, 0.1], [-0.8, 0.0, -0.8], [0.3, -0.1, 0.7], [0.9, -0.2, -0.3], [-0.1, 0.2, 0.0], [0.0, -0.3, 0.0], [-0.1, -0.5, 0.2], [1.9, 1.4, 0.6], [-0.2, 0.4, 0.4], [-0.2, 0.2, -0.7], [-0.1, 0.2, 0.0], [-0.1, 0.2, -0.2], [0.3, -0.1, 0.3], [0.5, 0.5, 0.1], [-0.7, -0.3, -0.4], [0.0, -0.1, 0.3], [0.5, 0.2, -1.6], [-0.8, -1.1, 1.8], [0.2, -0.2, -0.1], [0.3, -0.2, 0.0], [-0.4, -0.3, -0.6], [-0.3, -0.2, -0.1], [0.0, 0.1, 0.1], [-0.1, -0.1, 0.2], [0.0, -0.1, 0.0], [0.1, 0.1, 0.2], [0.3, 0.1, -0.2], [0.0, -0.2, -0.1], [-0.1, 0.4, 0.7], [-0.4, -0.7, -0.8], [0.1, 0.1, -0.2], [0.2, 0.3, -0.1], [-0.1, 0.1, 0.1], [-0.1, 0.1, 0.1], [0.0, -0.4, 0.1], [0.4, -0.2, -0.6], [0.0, -0.1, 0.1], [-0.1, 0.0, 0.7], [-0.5, 0.8, 0.1], [0.1, 0.2, 0.2], [0.3, -0.3, -0.1], [0.1, -0.1, -0.3], [-0.3, -0.2, -0.2], [-0.1, -0.1, -0.1], [0.2, 0.0, 0.0], [0.0, -0.1, -0.2], [-0.3, 0.4, 0.1], [0.1, -0.1, 0.3], [-0.1, 0.4, 0.0], [-0.2, -0.3, 0.1], [0.2, 0.0, -0.1], [0.2, -0.1, 0.0], [-0.2, -0.2, 0.0], [0.0, 0.7, -0.1], [0.1, 0.2, 0.2], [0.2, 0.0, -0.2], [-0.2, -0.1, 0.1], [0.2, 0.0, 0.2], [0.0, -0.2, -0.2], [-0.3, 0.2, 0.1], [0.1, 0.0, 0.2], [0.2, 0.1, -0.3], [-0.2, 0.0, 0.0]], "mulliken_charge": [-0.086, -0.269, 0.888, -0.447, 0.346, -0.501, 0.348, -0.462, 0.334, -0.461, 0.317, -0.459, 0.369, 0.056, -1.239, -0.179, 0.394, 0.299, 0.270, 0.869, -0.976, -0.198, 0.403, 0.089, 0.067, 0.003, -0.617, -0.264, 0.341, 0.296, -0.943, -0.969, 0.294, 0.313, 0.174, -0.661, 0.333, 0.093, 0.270, 0.314, 0.338, 0.299, -1.019, -0.754, 0.186, 0.293, 0.437, -0.804, 0.191, 0.073, 0.305, 0.289, -0.786, 0.112, -0.854, 0.622, -0.219, 0.225, -0.717, -1.168, 0.377, -0.835, -1.174, 0.387, -0.025, 0.328, 0.089, 0.307, 0.395, 0.334, 0.194, 0.136, 0.435, 0.371, 0.221, 0.223, 0.364, 0.035, 0.291, 0.359, 0.387]}

=====

Entry 3:
{"formula": "C23H45Cl3N2NdO3PSi", "method": "ωB97M-V/def2-TZVPD", "orbital_gap_ev": [7.7, 7.7], "s2": 3.753, "e_homo_ev": [-7.56, -7.57], "spin_multiplicity": 4, "e_above_lowest_kj_mol": 127.3, "e_lumo_ev": [0.14, 0.14], "elements": ["C", "C", "H", "H", "H", "C", "C", "H", "H", "H", "H", "Nd", "Cl", "Cl", "H", "H", "C", "C", "N", "H", "C", "O", "H", "H", "H", "H", "H", "H", "C", "C", "N", "H", "C", "O", "H", "H", "H", "H", "O", "C", "C", "C", "H", "C", "H", "C", "H", "C", "C", "H", "H", "H", "Si", "Cl", "C", "C", "C", "H", "H", "H", "H", "H", "H", "H", "H", "H", "C", "P", "C", "C", "H", "H", "H", "H", "H", "H", "H", "H", "H"], "coordinates": [[-2.391, -2.081, -4.653], [-1.712, -2.376, -3.331], [-2.646, -3.049, -5.156], [-1.624, -1.589, -5.235], [-3.270, -1.404, -4.634], [-0.616, -3.184, -3.301], [-0.284, -4.030, -4.465], [-0.057, -3.431, -2.432], [0.326, -3.424, -5.187], [-1.173, -4.389, -5.016], [0.286, -4.934, -4.171], [1.336, 1.486, 1.122], [-1.608, 1.352, 1.449], [2.672, 2.815, -0.740], [1.558, 5.849, 4.474], [-1.042, 6.410, 4.350], [1.493, 5.673, 3.404], [-0.948, 6.132, 3.280], [0.167, 5.212, 3.061], [2.205, 4.940, 3.101], [-0.051, 4.005, 2.585], [0.930, 3.218, 2.395], [-1.912, 5.692, 2.943], [-1.076, 3.654, 2.334], [1.682, 6.615, 2.904], [-0.784, 7.083, 2.741], [2.819, -1.116, -2.010], [2.403, -3.932, -0.916], [3.595, -1.080, -1.259], [3.385, -3.521, -0.594], [3.318, -2.095, -0.218], [3.649, -0.116, -0.790], [2.923, -1.720, 0.996], [2.623, -0.520, 1.314], [3.750, -4.115, 0.256], [2.898, -2.485, 1.766], [4.542, -1.321, -1.712], [4.064, -3.653, -1.444], [-1.216, -0.407, -2.823], [-2.001, -1.428, -2.135], [-0.230, -2.349, -0.516], [-1.556, -2.002, -0.839], [0.532, -2.003, -1.264], [0.111, -3.208, 0.521], [-3.144, -1.304, -2.174], [-2.474, -2.286, 0.125], [1.130, -3.532, 0.730], [-0.935, -3.682, 1.335], [-2.214, -3.143, 1.200], [-3.490, -1.885, -0.052], [-0.800, -4.523, 2.070], [-2.992, -3.387, 1.934], [-1.159, 1.193, -3.222], [0.784, 0.143, -1.003], [0.562, 2.130, -3.536], [-2.037, 2.035, -1.899], [-1.978, 1.129, -4.785], [1.237, 2.286, -2.641], [0.265, 3.144, -3.899], [1.141, 1.658, -4.362], [-1.661, 0.239, -5.326], [-1.739, 2.035, -5.325], [-3.048, 1.037, -4.574], [-2.757, 1.327, -1.422], [-2.630, 2.731, -2.547], [-1.550, 2.640, -1.135], [1.787, 0.438, 4.775], [0.188, 0.399, 3.816], [-0.279, -1.353, 3.975], [-0.915, 1.185, 5.048], [2.569, -0.100, 4.231], [1.618, -0.041, 5.746], [2.111, 1.474, 4.933], [-0.210, -1.754, 5.009], [-1.317, -1.475, 3.617], [0.357, -1.983, 3.330], [-0.859, 0.723, 6.049], [-0.694, 2.252, 5.164], [-1.940, 1.081, 4.661]], "forces_ev_per_angstrom": [[-0.3, -0.8, 0.2], [1.2, -1.4, 1.1], [0.0, 0.9, 0.3], [0.0, -0.1, -0.5], [0.5, -0.6, 0.3], [-2.7, -0.1, -0.5], [0.8, -0.3, -1.4], [0.0, 0.2, 0.6], [-0.3, -0.7, 0.3], [0.4, 0.2, 0.2], [-0.1, 0.6, -0.2], [-0.7, -2.1, -1.5], [0.4, 0.3, -0.1], [0.4, 0.4, 0.6], [0.0, -0.1, 0.2], [0.1, -0.4, -0.5], [-0.3, 0.4, 0.2], [-0.5, 0.5, 0.2], [-1.3, 0.2, 0.0], [0.5, -0.4, -0.2], [1.1, -0.6, -0.2], [-1.3, 2.0, 1.1], [0.8, 0.2, 0.2], [0.5, 0.3, 0.2], [0.1, 0.2, -0.2], [0.0, -0.5, 0.0], [-0.1, 0.2, -0.1], [0.5, 0.5, 0.2], [-0.2, -0.9, 0.3], [-0.1, -0.1, 0.0], [-0.1, 0.0, 0.2], [-0.2, 0.4, 0.0], [-0.3, 2.1, -0.4], [1.0, -1.9, 0.1], [-0.1, 0.2, -0.3], [-0.1, -0.3, 0.0], [0.5, -0.2, -0.1], [0.0, 0.2, 0.4], [-0.4, -0.2, 1.4], [0.0, -0.3, -3.6], [1.2, -0.4, -1.9], [1.3, 0.3, 1.0], [-0.8, -0.8, 1.3], [-1.1, 0.0, 0.3], [1.6, 0.6, 0.5], [-2.0, -0.1, 0.3], [-0.3, 0.0, -0.3], [-0.3, -0.6, 0.8], [0.4, -0.1, 0.1], [0.5, -0.4, 0.4], [0.2, 1.2, -0.6], [0.2, 0.0, -0.5], [3.2, -0.1, 1.8], [0.2, 1.1, 0.3], [-0.4, -0.3, 0.3], [-2.0, 1.1, 0.0], [-1.1, 0.3, -1.4], [-1.0, -0.4, -1.1], [0.1, -0.6, 0.1], [-0.3, 0.2, 0.5], [0.0, 0.4, -0.1], [-0.3, 0.2, -0.5], [-0.1, 0.1, -0.4], [0.5, 0.6, -0.2], [-0.1, 0.0, 0.8], [0.2, -0.3, -0.2], [-0.4, -0.3, 0.3], [1.3, 0.0, 0.4], [-0.2, -0.7, 0.2], [-0.5, 0.0, 0.0], [-0.1, 0.0, 0.1], [0.3, 0.1, 0.0], [-0.1, -0.2, 0.0], [0.0, 0.4, -0.5], [0.4, 0.0, 0.1], [-0.2, 0.3, 0.1], [0.1, 0.0, -0.4], [0.0, -0.1, -0.1], [0.2, 0.1, 0.2]], "mulliken_charge": [-1.944, 0.750, 0.442, 0.368, 0.350, 0.064, -1.525, 0.387, 0.226, 0.295, 0.412, 0.767, -0.652, -0.620, 0.342, 0.318, -0.989, -0.869, 0.236, 0.259, 0.509, -0.452, 0.280, 0.188, 0.349, 0.313, 0.305, 0.254, -1.072, -0.853, 0.354, 0.288, -0.080, -0.525, 0.349, 0.441, 0.431, 0.307, -0.116, -0.268, 0.883, 1.253, 0.612, -1.333, 0.163, -0.764, 0.353, -0.895, -0.796, 0.264, 0.258, 0.435, 0.610, -0.243, -0.610, -0.865, -1.063, -0.154, 0.316, 0.248, 0.187, 0.362, 0.225, 0.228, 0.390, 0.152, -1.268, 0.844, -1.084, -1.261, 0.313, 0.386, 0.302, 0.472, 0.274, 0.147, 0.412, 0.315, 0.316]}